#w
C3H5NO2S | ωB97M-V/def2-TZVPD

Kohn-Sham gap (alpha / beta) = 8.813 / 8.814 eV

```
12
Properties=species:S:1:pos:R:3:nbo_charge:R:1
C 0.418 -1.179 -0.083 -0.48
C -0.765 -0.641 0.712 -0.27
C 0.236 0.155 -0.886 -0.16
N -1.008 0.621 -0.147 -0.61
O 0.172 2.764 -0.576 -0.87
O 0.880 1.420 1.461 -0.88
S 0.384 1.524 0.096 2.19
H 1.409 -1.256 0.385 0.24
H 0.268 -2.099 -0.595 0.24
H -1.701 -1.280 0.773 0.23
H -0.319 -0.229 1.688 0.25
H 0.026 0.199 -2.829 0.13
```



#x
C3H5NO2S | ωB97M-V/def2-TZVPD

SMILES = C/C(S)=C/[N+](=O)[O-]
Kohn-Sham gap = 9.301 eV

```
12
Properties=species:S:1:pos:R:3:nbo_charge:R:1
C -0.448 0.233 0.120 0.08
C 0.683 -0.573 0.175 -0.22
C -1.704 -0.590 0.072 -0.68
N 2.035 -0.112 0.026 0.50
O 2.934 -0.907 0.213 -0.37
O 2.290 1.068 -0.229 -0.41
S -0.911 2.153 -0.395 -0.04
H 0.406 2.608 -0.498 0.19
H 0.623 -1.573 0.488 0.23
H -1.882 -0.433 -1.015 0.25
H -2.545 -0.247 0.706 0.24
H -1.480 -1.626 0.338 0.23
```



#y
C3H5NO2S | ωB97M-V/def2-TZVPD

SMILES = CO/C=N/SC=O
Kohn-Sham gap = 10.111 eV

```
12
Properties=species:S:1:pos:R:3:nbo_charge:R:1
C 1.475 -0.682 1.689 -0.27
C 0.530 0.360 -0.205 0.44
C -2.014 0.359 -1.839 0.21
H 2.436 -1.026 1.996 0.20
H 0.777 -1.512 1.698 0.19
H 1.076 0.096 2.336 0.20
H 0.636 0.545 -1.327 0.18
H -2.880 0.663 -2.469 0.14
N -0.530 0.607 0.457 -0.68
O 1.586 -0.276 0.296 -0.48
O -1.334 -0.575 -2.175 -0.55
S -1.760 1.441 -0.457 0.39
```



#z
C3H5NO2S | ωB97M-V/def2-TZVPD

Kohn-Sham gap (alpha / beta) = 8.609 / 8.609 eV

```
12
Properties=species:S:1:pos:R:3:nbo_charge:R:1
C -2.199 -0.283 -0.074 0.16
C 0.188 -0.472 0.002 -0.25
C -0.182 1.122 0.216 -0.06
N -1.141 -1.074 0.002 -0.63
O -4.457 0.850 -0.118 -0.93
O -1.451 1.321 -0.130 -0.52
S -3.844 -0.436 0.047 1.04
H 0.820 -0.513 -0.900 0.20
H 0.941 -0.985 0.709 0.21
H -0.028 1.193 1.330 0.16
H 0.473 1.787 -0.453 0.20
H -1.259 -1.930 -0.601 0.42
```



Most stable structure: #y



#w
C3H5NO2S | ωB97M-V/def2-TZVPD

SMILES = N[C@]1(C(=O)O)CS1
Kohn-Sham gap = 10.032 eV

```
12
Properties=species:S:1:pos:R:3:nbo_charge:R:1
C -1.340 -0.522 0.014 0.76
C 0.339 1.300 -0.931 -0.45
C -0.005 0.140 -0.039 -0.15
N 1.111 -1.000 0.500 -0.85
O -1.484 -1.331 1.037 -0.66
O -2.171 -0.392 -0.846 -0.57
S -0.173 1.619 0.814 0.18
H 1.336 1.616 -1.096 0.24
H -0.395 1.596 -1.651 0.25
H 1.847 -0.362 0.938 0.37
H 1.601 -1.364 -0.374 0.37
H -0.666 -1.299 1.635 0.52
```



#x
C3H5NO2S | ωB97M-V/def2-TZVPD

Kohn-Sham gap = 8.876 eV

```
12
Properties=species:S:1:pos:R:3:nbo_charge:R:1
C -1.025 -0.726 0.099 0.60
C 0.439 -1.274 -0.267 -0.64
C 1.648 0.963 0.558 -0.84
N -0.908 0.528 -0.281 -0.35
O -1.981 -1.483 0.276 -0.62
O -1.854 1.492 -0.430 -0.52
S 0.982 0.365 -0.774 0.93
H 1.146 -1.398 0.598 0.24
H 0.637 -2.082 -0.993 0.26
H 2.005 2.006 0.594 0.24
H 1.522 0.487 1.541 0.22
H -2.611 1.121 -0.921 0.47
```



Most stable structure: #w



#w
C18H60N12O18 | ωB97M-V/def2-TZVPD

SMILES = NC(N)=O.NC(N)=O.NC(N)=O.NC(N)=O.NC(N)=O.NC(N)=O.OCCO.OCCO.OCCO.OCCO.OCCO.OCCO
Kohn-Sham gap = 10.018 eV

```
108
Properties=species:S:1:pos:R:3:lowdin_charge:R:1
C 2.544 1.638 -0.690 -0.62
O 1.956 0.731 -1.272 0.00
N 2.886 1.535 0.639 0.17
N 2.795 2.867 -1.241 0.17
H 2.922 0.555 0.892 0.09
H 3.565 2.223 1.081 0.08
H 3.520 3.493 -0.848 0.13
H 2.343 2.998 -2.136 0.09
C 6.009 1.826 1.925 -0.67
O 5.142 2.678 1.865 -0.01
N 7.219 2.029 1.356 0.18
N 5.876 0.657 2.615 0.18
H 7.565 1.157 1.071 0.07
H 7.290 2.693 0.602 0.11
H 4.936 0.348 2.516 0.06
H 6.538 -0.066 2.337 0.05
C -5.303 1.454 -0.426 -0.64
O -5.812 1.962 -1.422 -0.03
N -4.303 2.102 0.229 0.20
N -5.724 0.198 -0.091 0.17
H -3.949 2.871 -0.330 0.11
H -3.661 1.698 0.876 0.06
H -6.694 0.133 -0.388 0.12
H -5.448 -0.232 0.792 0.08
C 2.438 -3.685 -1.087 -0.61
O 3.680 -3.898 -1.054 -0.03
N 1.749 -3.002 -0.092 0.18
N 1.648 -4.094 -2.123 0.15
H 2.214 -2.617 0.734 0.09
H 0.842 -2.584 -0.271 0.06
H 0.702 -3.656 -2.099 0.09
H 2.048 -4.162 -3.053 0.11
C -4.669 2.371 -4.618 -0.59
O -4.264 2.468 -5.814 -0.03
N -4.284 3.255 -3.647 0.16
N -5.584 1.411 -4.182 0.15
H -4.707 2.945 -2.752 0.07
H -3.455 3.805 -3.601 0.07
H -5.926 1.217 -3.240 0.07
H -5.931 0.744 -4.836 0.09
C 6.632 -2.282 0.841 -0.67
O 7.289 -1.490 1.526 -0.02
N 7.172 -2.716 -0.321 0.19
N 5.416 -2.717 1.136 0.19
H 6.698 -3.352 -0.923 0.10
H 8.001 -2.335 -0.570 0.06
H 4.893 -2.168 1.816 0.08
H 4.878 -3.361 0.556 0.07
C 0.515 3.264 -5.591 -0.25
C -0.729 4.143 -5.927 -0.17
O -1.869 3.759 -5.078 -0.11
O 0.589 3.300 -4.197 -0.07
H 1.376 3.770 -5.986 0.11
H 0.444 2.296 -6.108 0.12
H -0.966 4.071 -6.970 0.11
H -0.457 5.187 -5.710 0.12
H -2.703 3.546 -5.488 0.03
H -0.327 3.311 -3.926 0.05
C 2.944 -1.748 4.253 -0.17
C 3.637 -0.645 5.035 -0.29
O 2.993 0.580 4.907 -0.04
O 3.073 -1.355 2.845 -0.12
H 1.925 -1.627 4.626 0.12
H 3.401 -2.703 4.374 0.11
H 4.677 -0.672 4.724 0.10
H 3.676 -0.796 6.152 0.13
H 3.590 1.292 4.796 0.07
H 2.194 -1.181 2.445 0.05
C -1.029 2.036 2.462 -0.22
C -1.435 3.433 2.149 -0.24
O -1.417 3.698 0.753 -0.07
O -1.834 1.055 1.805 -0.09
H -1.248 2.024 3.508 0.12
H -0.011 1.829 2.390 0.11
H -0.939 4.205 2.794 0.14
H -2.487 3.542 2.373 0.11
H -0.668 3.275 0.295 0.09
H -1.412 1.010 0.928 0.06
C -0.674 -2.688 2.475 -0.24
C -1.681 -2.456 3.567 -0.23
O -2.637 -1.522 3.171 -0.08
O 0.077 -1.533 2.174 -0.09
H -1.071 -3.128 1.555 0.12
H 0.014 -3.490 2.852 0.13
H -1.222 -2.147 4.500 0.12
H -2.206 -3.356 3.860 0.13
H -2.309 -0.684 2.762 0.09
H -0.170 -1.142 1.314 0.06
C -5.362 -3.315 1.340 -0.24
C -5.858 -3.239 -0.093 -0.21
O -4.674 -2.941 -0.873 -0.10
O -5.001 -2.013 1.725 -0.11
H -4.608 -4.045 1.344 0.10
H -6.174 -3.590 2.031 0.12
H -6.700 -2.547 -0.246 0.12
H -6.128 -4.219 -0.441 0.11
H -4.479 -1.977 -0.840 0.06
H -4.148 -1.861 2.235 0.08
C -0.502 -0.383 -1.700 -0.21
C -1.686 -1.354 -1.852 -0.19
O -1.352 -2.690 -1.387 -0.08
O -0.265 -0.009 -0.323 -0.15
H -0.807 0.561 -2.201 0.13
H 0.475 -0.699 -2.131 0.12
H -2.067 -1.339 -2.869 0.12
H -2.473 -0.887 -1.181 0.12
H -2.196 -3.147 -1.275 0.07
H 0.688 0.295 -0.408 0.04
```



#x
C18H60N12O18 | ωB97M-V/def2-TZVPD

SMILES = NC(N)=O.NC(N)=O.NC(N)=O.NC(N)=O.NC(N)=O.NC(N)=O.OCCO.OCCO.OCCO.OCCO.OCCO.OCCO
Kohn-Sham gap = 8.271 eV

```
108
Properties=species:S:1:pos:R:3:lowdin_charge:R:1
C -2.161 -2.677 2.009 -0.70
O -2.482 -1.541 1.688 0.00
N -2.002 -3.666 1.136 0.14
N -1.947 -3.300 3.128 0.19
H -2.364 -3.619 0.194 0.10
H -1.034 -3.955 1.150 0.06
H -2.075 -2.774 3.981 0.12
H -1.622 -4.253 3.213 0.13
C -4.692 -1.966 -2.091 -0.86
O -5.681 -2.427 -2.487 0.11
N -3.511 -2.401 -2.321 0.16
N -4.505 -0.752 -1.648 0.17
H -2.618 -1.994 -2.085 0.05
H -3.626 -3.043 -3.092 0.12
H -3.635 -0.484 -1.211 0.10
H -5.292 -0.127 -1.747 0.13
C -1.598 5.054 0.545 -0.83
O -1.999 6.068 0.044 0.03
N -1.947 3.857 0.164 0.18
N -0.615 5.030 1.355 0.17
H -2.327 3.654 -0.750 0.04
H -1.533 3.056 0.620 0.08
H -0.599 5.655 2.148 0.12
H -0.293 4.099 1.576 0.06
C -2.031 2.956 -3.396 -0.68
O -2.559 2.861 -2.255 -0.02
N -2.382 2.141 -4.373 0.17
N -1.266 3.916 -3.800 0.20
H -2.397 2.310 -5.369 0.11
H -2.649 1.187 -4.174 0.11
H -1.022 4.690 -3.200 0.13
H -0.840 3.916 -4.716 0.12
C 1.720 -4.053 2.008 -0.78
O 0.625 -4.543 1.941 0.03
N 2.814 -4.714 1.882 0.18
N 1.898 -2.752 2.102 0.19
H 3.748 -4.331 1.914 0.12
H 2.721 -5.720 1.866 0.13
H 2.819 -2.480 1.791 0.08
H 1.145 -2.091 2.235 0.11
C 0.151 0.834 -0.011 -0.74
O 1.313 1.024 0.208 0.07
N -0.723 0.339 0.827 0.20
N -0.459 1.304 -1.117 0.17
H -0.456 0.377 1.800 0.08
H -1.483 -0.270 0.562 0.08
H -1.456 1.276 -1.281 0.09
H 0.139 2.005 -1.528 0.08
C 4.523 1.562 2.392 -0.19
C 5.073 1.246 0.921 -0.27
O 4.192 1.785 0.019 -0.05
O 3.221 1.024 2.500 -0.10
H 4.431 2.646 2.318 0.12
H 5.075 1.056 3.184 0.12
H 5.485 0.237 0.930 0.10
H 5.893 1.964 0.911 0.11
H 3.320 1.422 0.189 0.04
H 3.174 0.115 2.196 0.07
C 0.497 2.651 4.162 -0.19
C -0.278 1.346 4.360 -0.23
O 0.562 0.184 4.250 -0.09
O 0.902 3.003 2.819 -0.07
H 1.363 2.515 4.809 0.12
H -0.120 3.414 4.637 0.12
H -0.989 1.137 3.561 0.10
H -0.918 1.351 5.242 0.12
H 0.030 -0.561 4.540 0.07
H 1.510 2.315 2.539 0.04
C 0.027 -2.497 -2.442 -0.21
C 1.089 -2.108 -3.427 -0.20
O 2.063 -1.233 -2.775 -0.08
O -0.843 -1.391 -2.158 -0.10
H 0.524 -2.763 -1.509 0.12
H -0.608 -3.348 -2.689 0.13
H 0.637 -1.491 -4.204 0.13
H 1.575 -3.042 -3.709 0.12
H 2.557 -0.902 -3.530 0.09
H -0.312 -0.812 -1.607 0.04
C -6.352 -2.745 3.075 -0.18
C -5.633 -2.090 1.842 -0.30
O -5.117 -0.854 1.940 -0.05
O -7.233 -1.775 3.747 -0.10
H -5.717 -3.040 3.910 0.10
H -6.874 -3.690 2.928 0.11
H -6.364 -1.973 1.042 0.12
H -4.878 -2.829 1.575 0.11
H -4.187 -0.887 1.701 0.04
H -7.188 -0.897 3.360 0.06
C 4.541 -2.137 -0.837 -0.23
C 4.162 -3.607 -1.256 -0.21
O 5.127 -4.269 -2.148 -0.07
O 3.536 -1.755 0.032 -0.09
H 4.615 -1.650 -1.809 0.12
H 5.411 -2.369 -0.222 0.13
H 3.144 -3.753 -1.619 0.10
H 4.141 -4.123 -0.296 0.08
H 4.854 -4.231 -3.068 0.07
H 2.795 -1.437 -0.490 0.07
C 2.747 4.293 -3.723 -0.25
C 2.400 3.386 -2.534 -0.22
O 1.185 3.685 -1.908 -0.08
O 3.013 5.593 -3.255 -0.05
H 2.046 4.392 -4.552 0.11
H 3.646 3.919 -4.213 0.12
H 3.176 3.484 -1.775 0.12
H 2.174 2.353 -2.798 0.12
H 0.841 4.387 -2.465 0.06
H 3.123 6.119 -4.050 0.09
```



Most stable structure: #w